198
Properties=species:S:1:pos:R:3 method="wB97M-V/def2-TZVPD" e_homo_ev=-8.7 total_energy_ha=-3982.93186 gap_ev=8.712 lumo_energy_ha=0.000
C -4.3176 0.9244 -1.7989
C -3.0472 1.6817 -1.4088
O -3.0750 2.1796 -0.0993
O -5.4732 1.7290 -1.6442
H -4.5037 -0.0069 -1.2508
H -4.1114 0.6984 -2.8673
H -2.9514 2.5798 -2.0679
H -2.1374 1.0733 -1.5661
H -2.3893 1.7469 0.4702
H -5.3952 2.4489 -2.3062
C -2.8075 -5.1025 -4.1970
C -1.4786 -5.9211 -4.1646
O -1.5556 -7.1964 -3.5632
O -3.1224 -4.7768 -2.8300
H -3.5152 -5.7970 -4.6307
H -2.6842 -4.1715 -4.7763
H -0.7413 -5.3010 -3.5933
H -1.1001 -6.0810 -5.1837
H -2.1482 -7.1783 -2.8014
H -3.7668 -5.4297 -2.5806
C -1.8210 -0.5457 -4.7504
C -0.3586 -0.2283 -4.3191
O -0.0711 1.1549 -4.3444
O -2.0230 -0.1045 -6.1027
H -2.5708 -0.1305 -4.0714
H -1.8575 -1.6339 -4.6928
H 0.3248 -0.8275 -4.9635
H -0.1376 -0.4752 -3.2945
H -0.2005 1.4825 -5.2305
H -2.9489 0.1422 -6.1603
C 2.6579 1.2785 -1.8377
C 3.5330 2.3380 -2.5436
O 4.8846 2.0167 -2.3242
O 1.2526 1.5946 -1.9580
H 2.9262 1.3249 -0.7823
H 2.7081 0.2595 -2.2645
H 3.4625 3.2769 -1.9926
H 3.4044 2.5828 -3.6126
H 5.1125 1.2279 -2.8661
H 1.0588 1.7618 -2.9037
C -4.5138 -3.4991 0.1396
C -4.2801 -4.7778 0.9430
O -4.0765 -5.8809 0.0435
O -3.2883 -3.1014 -0.5411
H -4.7556 -2.6393 0.8050
H -5.3416 -3.6289 -0.5384
H -5.1367 -4.9359 1.5916
H -3.4093 -4.5856 1.6005
H -3.1175 -6.0617 0.0995
H -3.1442 -3.6456 -1.3191
C 2.4149 -5.5601 -6.1243
C 3.3983 -4.8251 -5.2355
O 3.0988 -3.4259 -5.1163
O 2.4937 -4.9571 -7.3933
H 1.3733 -5.4151 -5.8109
H 2.5654 -6.6656 -6.1009
H 4.3833 -4.9273 -5.6946
H 3.5046 -5.2417 -4.2530
H 2.9950 -3.2407 -6.0617
H 3.1083 -5.3948 -7.9946
C 5.2128 2.0253 3.7875
O 5.2462 0.8955 2.9725
C 5.2659 1.2737 1.6209
C 5.3058 0.0177 0.7528
N 6.4077 -0.8511 1.1327
C 6.2123 -2.1922 0.6343
C 6.7188 -2.4025 -0.7719
O 5.9739 -1.8182 -1.7918
C 4.8121 -2.5064 -2.1829
H 5.1143 1.6910 4.8139
H 4.3988 2.7257 3.6341
H 6.1784 2.5900 3.7325
H 6.1329 1.8743 1.4186
H 4.3735 1.8779 1.4012
H 5.2948 0.3238 -0.2881
H 4.3448 -0.5381 0.9282
H 6.5120 -0.9664 2.1230
H 5.2081 -2.6336 0.7268
H 6.8390 -2.8805 1.2122
H 6.7981 -3.4804 -0.9279
H 7.6763 -1.9052 -0.7388
H 4.0817 -2.4513 -1.3246
H 4.9617 -3.5598 -2.4452
H 4.4173 -1.9960 -3.0811
C -2.6870 6.0730 -2.0213
O -1.3494 5.6717 -2.0399
C -0.9261 4.8299 -0.9517
C 0.5945 4.7927 -0.9105
N 1.1542 6.1203 -0.7678
C 2.5742 6.2155 -0.8836
C 3.0050 7.5945 -0.5476
O 4.3710 7.5426 -0.7373
C 5.0563 8.6956 -0.2129
H -3.3198 5.2024 -2.0930
H -2.9440 6.7359 -2.8816
H -2.9077 6.6156 -1.0914
H -1.2898 3.8139 -1.1710
H -1.3694 5.1938 -0.0170
H 0.8946 4.2964 -1.8187
H 0.9352 4.1545 -0.0851
H 0.6599 6.7273 -1.3820
H 2.9075 5.9355 -1.8837
H 3.0519 5.5722 -0.1473
H 2.6620 7.8054 0.4811
H 2.5251 8.3967 -1.1437
H 4.7885 8.8597 0.8130
H 4.9250 9.6228 -0.7704
H 6.1055 8.4022 -0.2475
C 1.1382 -3.1039 -2.9352
O 0.1648 -2.5695 -2.0955
C 0.7226 -1.6662 -1.1599
C -0.3120 -1.0012 -0.2790
N -0.8857 -1.9077 0.6965
C -1.8991 -1.2985 1.5657
C -1.5063 -0.1872 2.4829
O -1.3495 1.0670 1.8109
C -1.0294 2.0895 2.7093
H 1.7591 -2.3338 -3.4319
H 0.5570 -3.6047 -3.7029
H 1.7650 -3.8188 -2.3965
H 1.3293 -0.9495 -1.7101
H 1.3679 -2.2289 -0.4960
H -1.0938 -0.5050 -0.9093
H 0.1809 -0.2164 0.2857
H -1.3523 -2.6927 0.2804
H -2.3337 -2.1103 2.1756
H -2.6725 -0.9046 0.9354
H -0.5310 -0.3796 2.9742
H -2.2734 -0.0878 3.2508
H -0.0197 1.9130 3.1496
H -1.7031 2.2002 3.5593
H -0.9478 3.0363 2.2025
C -1.4168 -4.4107 4.1182
O -2.8564 -4.1286 4.1520
H -1.1813 -5.3073 3.5217
H -0.8900 -3.5451 3.7200
H -1.1422 -4.5143 5.1700
H -3.2282 -5.0072 4.2488
C -2.1561 5.7310 6.3821
O -1.8012 4.4397 5.9894
H -2.2812 6.4227 5.5150
H -3.1273 5.7048 6.9230
H -1.3598 6.0716 7.0443
H -2.4424 4.1543 5.3151
C -0.4594 -5.2213 0.2416
O -1.3651 -6.3238 0.6005
H -0.1187 -4.5417 1.0533
H 0.4103 -5.7309 -0.1507
H -0.9140 -4.6112 -0.5357
H -0.7754 -7.0626 0.4223
C -5.7923 0.6923 1.6815
O -6.8294 1.2390 0.8874
H -6.0995 -0.3204 2.0107
H -4.8450 0.5761 1.1341
H -5.6934 1.3154 2.6055
H -6.4156 1.4089 0.0414
C 2.1591 -0.6269 5.1749
O 1.5567 -1.9189 5.2391
H 2.4498 -0.2814 6.1780
H 2.9749 -0.5091 4.4403
H 1.4324 0.1261 4.8305
H 1.2188 -2.1922 4.3746
C -2.2750 -1.0088 6.1277
O -3.0256 -1.3722 4.9620
H -1.4583 -1.6985 6.3254
H -1.8352 -0.0037 6.0386
H -2.8831 -1.0800 7.0565
H -2.8725 -2.3340 4.8622
C -0.4561 6.4537 2.6464
O 0.8593 6.2412 2.2023
H -1.1111 5.7169 2.1400
H -0.4336 6.1127 3.7073
H -0.8563 7.4501 2.5109
H 0.9364 6.3879 1.2412
C 2.3719 -2.8401 2.0871
O 1.0152 -2.8980 2.4808
H 2.9153 -3.3262 2.9164
H 2.5717 -3.3736 1.1546
H 2.7621 -1.8188 2.0017
H 0.4553 -2.4836 1.8102
C -5.1019 4.9362 0.5519
O -3.8471 4.5777 1.0079
H -5.7652 4.0810 0.6522
H -5.4643 5.6471 1.2889
H -5.1540 5.3718 -0.4536
H -3.5465 3.7089 0.6860
C -5.0423 4.5819 4.0371
O -3.6455 4.4806 3.6664
H -5.0813 4.0666 4.9888
H -5.5031 5.5788 4.0751
H -5.6232 4.0124 3.2918
H -3.6048 4.6016 2.6893
C 1.9078 -7.2772 -2.5743
O 2.4804 -6.0927 -2.0243
H 1.3636 -6.9004 -3.4411
H 2.6381 -7.9897 -2.9182
H 1.1953 -7.7277 -1.9112
H 2.8353 -6.3185 -1.1675